{"formula": "C32H44BCl5LaN12S4", "method": "ωB97M-V with the def2-TZVPD basis set", "symbols": ["La", "C", "C", "C", "C", "N", "C", "C", "N", "B", "N", "C", "C", "N", "C", "S", "C", "C", "C", "C", "N", "C", "C", "N", "C", "S", "C", "C", "C", "C", "C", "S", "H", "H", "H", "H", "H", "H", "H", "H", "H", "H", "H", "H", "H", "H", "H", "H", "H", "H", "H", "H", "H", "H", "H", "H", "H", "H", "H", "H", "H", "H", "H", "H", "H", "H", "Cl", "C", "C", "C", "Cl", "C", "Cl", "C", "Cl", "C", "Cl", "N", "C", "N", "N", "C", "N", "H", "H", "H", "H", "S", "C", "N", "C", "C", "N", "H", "H", "H", "H", "H", "H"], "xyz": [[0.961781, 0.260435, 0.187062], [-0.789693, -4.214753, -4.736325], [-0.340801, -2.872725, -4.162401], [0.974326, -3.090651, -3.414236], [-0.175756, -1.890544, -5.324783], [-1.390329, -2.391734, -3.214407], [-2.540332, -3.108842, -2.938903], [-3.251824, -2.409995, -2.040822], [-2.556814, -1.261040, -1.740902], [-3.206162, -0.221977, -0.796223], [-2.629232, 1.210720, -0.979072], [-2.993163, 1.911922, -2.106303], [-2.605078, 3.188636, -1.954212], [-1.990666, 3.299870, -0.720077], [-2.001098, 2.059334, -0.141782], [-1.302219, 1.618394, 1.370083], [-1.655286, 4.618887, -0.091975], [-1.915778, 5.717658, -1.118948], [-2.579642, 4.832086, 1.110443], [-0.180830, 4.700200, 0.306126], [-3.190027, -0.720240, 0.665659], [-4.256338, -0.437063, 1.489341], [-4.084508, -1.100434, 2.643005], [-2.899089, -1.808039, 2.546650], [-2.344144, -1.547296, 1.322308], [-0.872737, -2.167050, 0.689361], [-2.396718, -2.707348, 3.623623], [-3.353341, -2.626521, 4.810710], [-2.385282, -4.150942, 3.111179], [-1.012032, -2.246993, 4.089606], [-1.408217, -1.259396, -2.447119], [-0.245987, 0.007661, -2.451181], [-0.016296, -4.569264, -5.415267], [-0.914897, -4.964089, -3.953523], [-1.715960, -4.122761, -5.305521], [1.709267, -3.538195, -4.084677], [1.377359, -2.156166, -3.044363], [0.821648, -3.763923, -2.567250], [0.560582, -2.291122, -6.022603], [-1.119919, -1.763505, -5.857673], [0.165480, -0.918978, -4.982512], [-2.780081, -4.039658, -3.415164], [-4.201163, -2.629975, -1.584499], [-4.365163, -0.151859, -1.105425], [-3.500252, 1.432375, -2.924917], [-2.703553, 4.007063, -2.641059], [-2.963385, 5.750074, -1.419943], [-1.671667, 6.676371, -0.665158], [-1.284032, 5.592535, -2.000365], [-3.624438, 4.775407, 0.798676], [-2.403533, 4.082359, 1.878152], [-2.399991, 5.817070, 1.541724], [0.454614, 4.522349, -0.563308], [0.031540, 5.701257, 0.685152], [0.066573, 3.985202, 1.082359], [-5.057198, 0.206029, 1.170061], [-4.719185, -1.119057, 3.507973], [-4.360659, -2.943751, 4.539128], [-2.989853, -3.303229, 5.582033], [-3.388556, -1.619423, 5.228946], [-3.393914, -4.440980, 2.811087], [-1.719052, -4.266765, 2.260946], [-2.058643, -4.820333, 3.908786], [-0.992049, -1.159776, 4.188074], [-0.778574, -2.684863, 5.062271], [-0.256101, -2.541725, 3.371543], [2.672689, 2.202608, 2.165889], [2.841543, 3.001504, 0.623657], [2.303698, 2.308900, -0.453320], [2.452324, 2.959238, -1.676618], [1.901159, 2.120467, -3.092900], [3.022128, 4.222725, -1.820841], [3.109036, 4.982484, -3.363735], [3.528559, 4.871921, -0.694506], [4.234110, 6.429851, -0.835838], [3.460704, 4.240492, 0.547366], [4.124157, 4.992788, 1.944046], [2.886204, -3.793934, 5.656621], [2.569985, -3.346251, 4.434498], [2.363674, -4.242827, 3.455586], [2.479194, -2.052288, 4.263830], [2.187060, -1.439006, 3.173959], [1.918183, -0.830209, 2.220840], [2.857289, -4.770190, 5.888933], [2.999202, -3.121567, 6.394637], [2.542750, -5.220885, 3.598162], [2.145934, -3.934093, 2.523556], [3.300176, -1.449135, -0.749879], [4.355440, -0.142982, -0.921453], [4.652827, 0.469789, -2.067476], [5.567097, 1.595533, -1.888966], [5.929816, 1.496289, -0.392301], [5.061475, 0.415309, 0.065296], [4.107947, 0.335307, -2.901298], [5.074019, 2.538746, -2.127572], [6.438977, 1.483891, -2.531648], [5.717054, 2.421024, 0.144499], [6.978764, 1.238469, -0.244313], [5.024893, 0.085117, 1.012121]], "forces_ev_per_a": [[-0.5992, -0.7724, 0.0150], [-0.0186, -0.0266, -0.0081], [0.1773, -0.0762, -0.1662], [-0.0917, 0.0368, 0.0636], [-0.0595, -0.0029, 0.1131], [-0.0282, 0.2073, 0.3225], [-0.1601, -0.1067, -0.0268], [-0.0908, 0.0044, 0.0825], [0.1314, 0.0649, -0.3848], [0.2831, -0.0672, 0.1614], [-0.2609, 0.3771, 0.1485], [-0.0361, -0.0366, -0.0086], [-0.0161, -0.0161, -0.2351], [-0.0233, -0.3464, 0.0196], [-0.0502, 0.1008, -0.2070], [0.0958, 0.2895, 0.3328], [0.0610, 0.2114, 0.1524], [-0.0439, -0.0184, -0.0343], [0.0426, -0.1033, -0.0696], [-0.0674, -0.0926, -0.0512], [0.0386, -0.2928, 0.1300], [-0.0497, 0.0087, -0.0418], [-0.2005, 0.1436, 0.0367], [0.1613, 0.1634, -0.2787], [-0.2786, -0.0199, 0.0650], [0.0985, -0.1572, 0.1856], [0.0816, -0.1479, 0.0841], [-0.0124, 0.0109, -0.0103], [-0.0359, 0.1246, 0.0183], [-0.0875, 0.0385, -0.0906], [-0.3306, -0.2011, -0.1376], [0.1896, -0.3190, -0.3302], [0.0139, 0.0206, -0.0072], [0.0180, -0.0265, -0.0468], [0.0229, -0.0346, -0.0052], [-0.0465, -0.0093, -0.0215], [0.0663, 0.1417, 0.0818], [0.0014, 0.0016, -0.0261], [-0.0121, -0.0032, 0.0064], [0.0053, -0.0130, 0.0152], [0.0230, 0.0783, 0.0445], [0.0326, 0.0550, 0.0637], [0.0050, 0.0236, -0.0298], [-0.0665, 0.0052, -0.0402], [0.0041, 0.0213, 0.0036], [-0.0078, -0.0267, 0.0833], [0.0244, 0.0527, -0.0085], [0.0198, -0.0107, 0.0275], [-0.0256, 0.0502, -0.0073], [0.0117, 0.0237, -0.0029], [0.0099, -0.0180, 0.0375], [0.0189, 0.0030, -0.0263], [0.0075, -0.0112, 0.0121], [-0.0524, -0.0001, -0.0231], [0.0308, -0.1008, 0.0704], [0.0149, -0.0140, 0.0106], [0.0797, -0.0136, -0.0457], [0.0133, -0.0100, 0.0541], [0.0046, 0.0074, 0.0147], [-0.0146, -0.0305, 0.0374], [0.0254, -0.0407, 0.0022], [0.0392, 0.0235, -0.0616], [-0.0007, 0.0266, 0.0113], [0.0292, -0.0158, 0.0351], [-0.0401, -0.0438, -0.0468], [0.1094, 0.0270, -0.0912], [0.0380, 0.0191, 0.3843], [-0.2442, -0.1830, -0.5136], [0.7337, 1.1675, -0.5135], [0.0240, -0.0670, 0.4108], [0.0538, 0.1484, -0.2767], [-0.0504, 0.0067, -0.1101], [0.0340, 0.0000, 0.0211], [-0.0055, -0.0232, -0.0007], [0.0141, -0.0208, 0.0127], [0.0219, 0.1127, 0.1088], [-0.0053, 0.0058, 0.0373], [-0.0103, -0.0746, 0.0058], [-0.1101, -0.1759, -0.4376], [0.0254, -0.0809, 0.1069], [0.2076, 0.5043, 0.7939], [-0.1543, -0.2450, -0.5048], [0.1517, -0.2985, 0.7163], [0.0247, 0.0231, -0.0076], [-0.0051, 0.0355, -0.0264], [-0.0290, -0.0032, -0.0348], [-0.0211, 0.0668, -0.0302], [-0.1915, -0.2388, -0.1175], [0.2355, 0.2244, 0.0026], [0.1367, 0.0851, 0.0078], [0.0120, 0.0219, -0.0595], [0.0162, 0.0327, 0.0331], [0.1001, 0.0877, -0.0422], [-0.0829, -0.1060, 0.0359], [0.0027, -0.0482, 0.0003], [0.0016, 0.0230, 0.0193], [-0.0040, -0.0158, -0.0052], [-0.0183, -0.0049, 0.0036], [-0.0863, -0.0967, 0.0091]], "lowdin_charge": [1.3030, -0.0568, -0.5418, -0.0451, -0.0338, 0.0199, -0.0342, -0.0474, 0.0156, -0.5927, 0.0103, -0.0650, -0.0304, 0.0223, -0.6718, 0.5875, -0.5317, -0.0496, -0.0296, -0.0317, 0.0125, -0.0517, -0.0369, 0.0117, -0.6772, 0.5736, -0.5410, -0.0547, -0.0345, -0.0468, -0.6632, 0.5335, 0.0944, 0.0899, 0.0910, 0.0939, 0.0107, 0.0944, 0.0921, 0.0938, 0.0416, 0.1135, 0.1322, 0.1295, 0.1353, 0.1176, 0.0891, 0.0962, 0.0939, 0.0949, 0.0474, 0.0939, 0.0797, 0.1014, 0.0394, 0.1296, 0.1140, 0.0885, 0.0924, 0.0952, 0.0939, 0.0400, 0.0900, 0.0995, 0.0889, 0.0165, 0.6690, -0.7512, -0.3936, -0.7422, 0.6578, -0.7416, 0.6995, -0.7159, 0.7115, -0.7317, 0.7036, 0.1883, -0.4899, 0.2070, 0.1335, -0.3399, -0.0448, 0.1171, 0.1228, 0.1189, 0.1155, 0.5585, -0.8831, 0.0380, -0.0971, -0.0967, 0.0379, 0.1190, 0.1017, 0.1234, 0.1100, 0.1221, 0.1358], "largest_force_ev_per_a": 1.5, "homo_lumo_gap_ha": 0.292, "homo_energy_ev": -9.845, "e_lumo_ev": -1.9, "spin_multiplicity": 1, "total_charge": 1, "e_tot_ev": -159273.512, "relative_energy_ev": 0.002}